This record from the OMol25 dataset describes an isolated ion of composition C9H9ClNO2 and charge -1 at a distorted geometry. The level of theory is the ωB97M-V functional and the def2-TZVPD basis.

```
22
Properties=species:S:1:pos:R:3:forces:R:3:nbo_charge:R:1
C -1.604 -1.995 -1.060 0.2 -1.0 -0.1 -0.285
C -2.542 -1.206 -0.403 2.2 1.0 -0.4 -0.267
C -0.293 -1.635 -0.666 -1.4 0.7 -1.0 -0.095
C -1.785 -0.207 0.226 -0.8 -1.3 0.4 -0.037
C -1.819 0.906 1.143 -1.9 0.7 0.2 0.742
C 0.951 1.477 -0.647 -0.6 1.8 2.8 -0.427
C 1.925 1.145 -1.705 -1.5 1.3 0.7 -0.619
C 0.320 0.436 0.650 4.0 1.9 -0.1 0.396
C 1.498 -0.057 1.598 -0.1 1.3 -2.2 -0.642
N -0.488 -0.541 0.075 -0.7 0.1 1.0 -0.299
O -0.571 1.237 1.457 1.2 -0.6 -0.7 -0.475
O -2.767 1.519 1.577 -0.2 -0.1 0.1 -0.616
Cl 3.555 0.811 -1.138 1.5 -0.1 0.8 -0.195
H -1.994 -2.717 -1.770 0.8 -0.3 0.1 0.208
H -3.525 -1.298 -0.701 -2.0 0.3 0.2 0.214
H 0.662 -1.637 -1.115 0.9 -1.1 -0.4 0.231
H 1.414 2.136 0.147 -0.3 0.2 -1.2 0.185
H 0.008 2.021 -1.045 1.2 -1.1 0.6 0.198
H 1.616 0.226 -2.051 -0.7 -2.2 -1.8 0.128
H 1.116 -0.790 2.212 -1.0 -1.6 1.8 0.194
H 2.035 0.704 2.183 -0.8 0.2 -0.3 0.227
H 2.289 -0.534 1.035 0.0 -0.1 -0.6 0.233
```
Positions in Å, forces in eV/Å.

Summary:
- orbital gap (eV) = 5.9
- spin multiplicity = 1
- E_LUMO (eV) = 3.48
- strongest force on any atom (eV Å⁻¹) = 4.4
- total charge = -1
- HOMO energy (eV) = -2.380